# 1
The following is a DFT calculation (the ωB97M-V functional and the def2-TZVPD basis) of a structure of composition C42H44AsBaBrN9O10PS2 in a non-equilibrium geometry.

```
111
Properties=species:S:1:pos:R:3
Ba 0.20 0.62 0.38
Br 2.63 -3.31 2.69
As -1.43 -2.32 -4.02
S 6.61 6.69 2.54
S -1.79 2.62 2.22
P 2.67 1.28 3.22
O 7.18 6.61 1.19
O 2.42 1.03 1.73
O 7.22 7.42 3.61
O -3.51 -7.06 3.75
O 3.36 -1.09 -3.12
O 5.29 8.31 2.21
O -0.84 -0.70 2.49
O 2.31 -0.06 -1.43
O -1.30 -1.60 0.52
O -5.10 -5.79 4.51
N -3.87 1.14 2.82
N -2.60 1.37 -0.30
N 4.24 9.43 0.56
N 1.17 3.14 -0.64
N -3.45 1.17 0.66
N -0.89 1.23 -2.23
N 3.77 7.15 1.07
N 2.45 -2.35 0.10
N -4.03 -5.94 3.91
C -3.12 -5.37 -0.68
C -3.26 -4.84 3.45
C 3.44 -3.47 -1.73
C -1.24 -1.60 1.75
C -1.94 -2.74 2.45
C -2.11 1.77 -2.51
C -1.45 2.22 -4.84
C 2.42 8.23 -0.54
C -0.28 1.55 -4.56
C 3.00 4.69 -0.35
C -3.11 1.62 -1.47
C 2.02 2.89 3.68
C 0.75 5.46 -0.12
C -3.03 -2.47 3.26
C 2.87 -2.33 -1.14
C -4.57 1.78 -1.72
C -2.92 -6.61 -1.22
C -3.05 1.62 1.85
C 3.63 -4.58 -0.97
C -0.03 1.15 -3.23
C -2.40 -4.29 -1.07
C 2.73 -3.42 0.84
C 2.14 5.70 0.00
C -2.40 -3.72 -4.99
C -1.94 -6.79 -2.22
C 4.37 1.36 3.61
C 2.80 7.09 0.18
C -2.16 -5.11 2.61
C 2.06 -0.04 4.30
C 4.41 8.29 1.29
C -3.04 -1.58 -2.95
C 3.24 9.35 -0.33
C -1.15 -5.66 -2.58
C 2.51 3.45 -0.70
C 2.83 -1.07 -1.98
C -1.49 -4.05 2.12
C -2.35 2.27 -3.78
C -0.63 -3.25 -2.58
C 0.30 4.16 -0.39
C -3.71 -3.58 3.71
C -1.43 -4.38 -2.04
C 3.24 -4.58 0.37
H -1.77 2.61 -5.79
H 1.81 8.18 -1.43
H 3.20 2.70 -1.07
H 0.97 -0.22 4.22
H -1.78 -7.80 -2.48
H -3.30 2.77 -3.97
H 2.42 3.71 3.11
H -3.33 -3.36 -5.45
H -2.63 -4.60 -4.39
H -2.61 -1.01 -2.12
H 4.06 4.87 -0.36
H -1.97 -6.11 2.21
H 0.93 0.77 -2.95
H 3.84 -3.51 -2.72
H -0.38 -5.73 -3.32
H -4.66 -3.48 4.20
H -4.83 1.38 -2.71
H -0.10 6.17 0.04
H -3.53 -0.90 -3.67
H -3.86 1.51 3.73
H 4.93 1.95 2.84
H 4.04 -5.55 -1.35
H -3.23 -1.45 3.43
H 4.67 0.32 3.55
H -4.67 0.73 2.38
H -3.47 -7.42 -0.77
H -1.70 -4.01 -5.87
H -3.95 -5.26 0.01
H -0.72 3.84 -0.43
H 3.14 10.25 -0.92
H -4.96 2.76 -1.64
H 0.49 1.23 -5.25
H -3.62 -2.42 -2.67
H 0.87 2.91 3.56
H -0.65 -4.13 1.43
H 2.33 0.18 5.32
H 0.39 -3.55 -2.83
H -2.58 -3.32 -0.63
H 4.61 1.62 4.63
H 2.56 -0.95 4.02
H -5.08 1.14 -1.01
H -0.41 -2.57 -1.76
H 2.32 3.14 4.74
H 3.50 -5.48 0.90
```

Computed properties:
2S+1 = 1
charge = -2
HOMO = -3.186 eV
Kohn-Sham gap = 5.8856 eV
LUMO energy = 2.70 eV

=====

# 2
The following is a DFT calculation (the ωB97M-V functional and the def2-TZVPD basis) of an isolated molecule of C4H7NO in a non-equilibrium geometry.

```
13
Properties=species:S:1:pos:R:3
O 0.18 0.76 1.30
N -0.25 -0.55 -1.79
C -0.80 -0.11 -0.47
C -0.95 -0.12 1.10
C 0.54 -0.48 -0.55
C 1.14 0.74 0.19
H -0.76 1.04 -0.76
H -1.73 0.60 1.39
H -0.18 -1.52 -1.98
H -1.13 -1.09 1.52
H 2.24 0.53 0.63
H 1.03 1.63 -0.54
H 0.67 -1.42 -0.03
```

Computed properties:
2S+1 = 1
charge = 0
HOMO = -9.640 eV
SMILES = C1OC[C@@H]2N[C@@H]12
Kohn-Sham gap = 10.6341 eV
LUMO energy = 0.99 eV

=====

# 3
The following is a DFT calculation (the ωB97M-V functional and the def2-TZVPD basis) of a structure of composition C25H31Cl2N4NaO2 in a non-equilibrium geometry.

```
65
Properties=species:S:1:pos:R:3
Cl -3.16 -3.58 3.20
Cl -3.00 -1.25 1.42
Na 0.89 0.09 -0.74
O 2.29 -0.04 -2.20
O 3.85 1.51 -2.51
N -0.52 1.37 1.06
N 1.17 -0.98 1.39
N -0.05 -2.04 -0.67
N -0.46 2.00 -1.54
C -1.75 -1.11 -2.08
C -2.47 3.31 -1.17
C 3.04 -4.12 1.54
C -0.97 -0.48 -3.24
C 0.83 -5.19 1.12
C -1.80 4.83 1.43
C 2.80 -2.79 1.31
C -2.10 -2.36 2.46
C -1.03 3.70 1.55
C -3.15 4.36 -0.60
C 1.17 0.99 2.87
C -1.26 2.64 -0.76
C 3.90 1.61 -1.10
C -0.94 2.54 0.70
C 2.91 0.56 -3.08
C 1.53 -2.16 1.04
C -0.31 1.06 2.45
C -2.82 5.13 0.52
C 0.51 -2.85 0.16
C -0.61 2.06 -2.97
C 2.01 -0.09 2.14
C 2.14 -5.19 1.59
C -1.48 0.94 -3.57
C -1.13 -2.41 -1.55
C 0.15 -4.21 0.41
H -2.51 1.04 -3.20
H -1.64 -1.80 3.26
H -1.02 3.03 -3.30
H 2.64 -0.61 2.88
H 2.51 -6.13 2.00
H 1.18 0.80 3.95
H 4.02 0.62 -0.64
H -1.91 -2.98 -1.03
H 1.62 1.98 2.71
H 0.39 1.96 -3.40
H -1.50 1.09 -4.65
H -0.81 -4.52 -0.01
H 2.97 2.04 -0.70
H -3.40 6.03 0.69
H -0.76 -3.03 -2.38
H 3.65 -2.12 1.38
H -0.35 3.69 2.39
H -0.74 0.07 2.61
H -2.78 -1.29 -2.40
H 0.09 -0.43 -3.00
H -1.35 -2.87 1.87
H -4.05 4.68 -1.13
H 4.07 -4.37 1.78
H 2.69 0.41 1.44
H 0.29 -6.12 1.25
H -1.08 -1.12 -4.12
H -0.82 1.76 3.13
H -1.65 5.58 2.21
H -1.77 -0.41 -1.25
H -2.92 2.91 -2.08
H 4.74 2.24 -0.84
```

Computed properties:
2S+1 = 1
charge = -2
HOMO = -1.080 eV
Kohn-Sham gap = 5.0476 eV
LUMO energy = 3.97 eV

=====

# 4
The following is a DFT calculation (the ωB97M-V functional and the def2-TZVPD basis) of a structure of composition C27H68Li2N4O3 in a non-equilibrium geometry.

```
104
Properties=species:S:1:pos:R:3
O -1.50 2.42 -1.51
O 2.38 2.14 4.15
O 0.60 1.04 -0.23
N 3.34 -3.77 -0.10
N 0.75 1.44 -3.95
N -1.76 2.53 2.05
N -3.50 -1.27 0.68
C -1.85 -2.77 -0.54
C -4.46 -0.96 -0.38
C -3.16 -2.56 2.76
C 3.65 -1.33 -0.29
C -2.99 3.20 1.67
C -4.07 0.23 -1.21
C -1.99 1.31 2.84
C -0.73 3.40 2.60
C -0.31 2.05 -4.76
C 2.83 1.80 3.08
C -0.61 -0.59 -3.17
C 3.27 2.82 2.06
C 1.23 -3.37 1.25
C 3.24 1.29 -3.66
C 2.07 1.77 -4.50
C 0.58 -0.02 -3.95
C 3.99 -2.60 0.45
C 1.88 -3.67 -0.11
C -0.72 0.55 3.20
C 3.05 0.33 2.77
C -0.33 4.53 1.68
C -3.99 -2.34 1.52
C -0.40 3.56 -4.57
C -3.81 3.81 2.83
C -2.14 -1.47 0.21
C 3.37 -6.26 -0.10
C 3.84 -4.98 0.55
Li 0.22 1.66 -2.03
Li -1.04 1.89 0.23
H -4.71 -1.82 -1.03
H 4.18 1.73 -3.99
H 0.58 -0.40 -4.99
H 4.10 0.19 2.51
H -2.56 1.51 3.76
H -3.66 -3.29 3.41
H -0.10 0.40 2.31
H -1.12 3.97 -5.29
H 1.48 -4.61 -0.47
H 2.68 -0.88 -0.08
H 0.17 2.82 2.78
H -0.16 1.83 -5.83
H -2.18 -2.97 2.51
H -4.11 -3.28 0.94
H 1.58 -2.43 1.68
H 2.79 3.79 2.19
H 2.98 2.45 1.07
H 2.38 -0.08 2.02
H 3.76 -2.49 1.52
H 0.15 -3.24 1.13
H 3.64 -4.99 1.63
H 1.27 0.41 0.05
H -5.40 -0.71 0.14
H -1.13 5.22 1.44
H 0.47 5.14 2.09
H -4.95 0.65 -1.70
H 3.10 1.59 -2.62
H -4.62 4.42 2.44
H 4.92 -4.95 0.40
H -1.51 -1.41 1.11
H 4.36 2.90 2.11
H -2.42 -2.84 -1.47
H -3.19 4.48 3.43
H 4.34 -0.54 0.04
H 0.53 4.09 -4.71
H -3.31 -0.02 -1.95
H -2.05 -3.66 0.05
H -1.00 -0.37 3.71
H -1.26 1.63 -4.46
H -1.76 -0.61 -0.35
H 1.46 -0.52 -3.54
H -0.55 -0.36 -2.11
H -1.56 -0.23 -3.56
H 3.35 0.21 -3.67
H -2.64 0.65 2.24
H -4.22 3.03 3.47
H 1.36 -4.17 1.98
H -2.36 2.54 -1.93
H -0.82 3.79 -3.59
H -1.00 3.77 3.61
H 3.91 -7.10 0.32
H 5.07 -2.77 0.38
H -2.73 3.98 0.97
H -0.62 -1.67 -3.33
H -3.05 -1.63 3.32
H 2.15 1.34 -5.52
H -3.67 2.54 1.11
H -5.03 -2.09 1.78
H 3.58 -6.23 -1.17
H 2.81 -0.18 3.71
H -0.16 1.10 3.96
H 0.08 4.14 0.74
H 3.80 -1.39 -1.37
H 2.17 2.84 -4.65
H 2.31 -6.43 0.03
H -0.80 -2.78 -0.85
H 1.62 -2.87 -0.81
H -3.67 1.04 -0.59
```

Computed properties:
2S+1 = 1
charge = 0
HOMO = -8.244 eV
Kohn-Sham gap = 8.6656 eV
LUMO energy = 0.42 eV

=====

> The highest Kohn-Sham gap belongs to which entry?

C4H7NO